(1)
74
Properties=species:S:1:pos:R:3:forces:R:3 method="wB97M-V/def2-TZVPD" lumo_ev="-11.66 / -11.65" relative_energy_kj_mol=4.93 homo_energy_ev="-15.78 / -15.78" charge=+3 largest_force_ev_per_a=1.7
Os -0.132 -0.661 -1.142 -0.782 0.144 0.147
C -0.283 -3.714 -0.089 0.008 0.033 0.002
O -0.579 -2.305 0.121 -0.018 -0.270 0.165
C -1.457 -1.957 1.146 0.000 -0.156 -0.037
C -1.876 -2.846 2.111 0.071 0.010 -0.066
C -2.740 -2.392 3.103 -0.041 0.093 0.024
C -3.176 -1.071 3.127 0.009 -0.068 0.034
C -2.757 -0.187 2.153 0.022 0.031 -0.090
C -1.893 -0.628 1.149 -0.073 -0.102 0.023
N -1.412 0.192 0.091 1.145 -0.964 -0.588
N -1.838 1.384 0.101 -0.140 1.636 -0.579
C -1.479 2.306 -0.852 -0.365 -0.833 0.815
C -0.631 2.063 -2.019 0.315 -0.724 -0.392
O -0.060 0.933 -2.271 -0.298 0.599 0.897
C -0.431 3.092 -2.970 -0.027 0.573 -0.285
C -0.989 4.313 -2.795 0.267 -0.354 -0.200
C -1.811 4.606 -1.658 -0.025 -0.040 0.107
C -2.376 5.858 -1.503 -0.401 0.343 0.429
C -3.193 6.142 -0.396 0.421 -0.001 -0.654
C -3.443 5.162 0.556 0.102 -0.435 0.083
C -2.888 3.905 0.418 0.053 0.107 -0.123
C -2.054 3.592 -0.691 -0.364 0.330 0.367
H 0.285 -4.094 0.758 0.001 -0.013 -0.005
H 0.314 -3.758 -0.994 0.007 -0.003 0.011
H -1.213 -4.265 -0.213 -0.002 0.000 -0.008
H -1.547 -3.875 2.116 -0.003 0.001 0.002
H -3.070 -3.083 3.867 -0.008 -0.002 -0.001
H -3.847 -0.736 3.906 0.003 0.000 0.000
H -3.093 0.837 2.153 -0.011 0.037 -0.007
H 0.187 2.863 -3.828 0.001 -0.006 0.010
H -0.818 5.096 -3.524 -0.005 -0.011 0.003
H -2.189 6.625 -2.244 -0.011 -0.007 0.020
H -3.630 7.126 -0.291 0.011 0.005 -0.017
H -4.075 5.383 1.406 0.000 -0.013 0.008
H -3.088 3.148 1.161 0.009 0.003 0.003
N 2.388 -2.079 -4.322 -0.048 0.001 -0.025
C 2.372 -1.545 -3.104 0.046 -0.136 0.046
N 1.120 -1.549 -2.664 0.071 0.371 0.118
C 0.416 -2.078 -3.711 -0.036 -0.130 -0.084
N 1.155 -2.421 -4.729 0.060 0.033 0.065
C -1.027 -2.178 -3.591 -0.104 -0.057 -0.044
C -1.862 -2.805 -4.508 -0.035 0.008 0.017
N -3.171 -2.870 -4.312 -0.004 -0.009 0.009
C -3.662 -2.320 -3.208 0.042 -0.001 -0.074
C -2.847 -1.688 -2.280 0.012 0.048 0.098
N -1.526 -1.615 -2.478 0.198 -0.068 0.070
H 3.182 -2.243 -4.928 0.007 0.005 -0.012
H 3.249 -1.196 -2.587 -0.023 0.015 -0.011
H -1.454 -3.260 -5.403 0.002 0.010 -0.005
H -4.732 -2.377 -3.055 0.001 0.006 0.016
H -3.249 -1.239 -1.381 -0.007 -0.014 -0.010
C 3.517 -0.052 -0.124 0.007 -0.016 -0.014
As 1.705 -0.145 0.523 0.007 -0.080 -0.171
C 1.425 1.609 1.281 -0.109 0.052 -0.068
C 1.753 -1.361 2.057 -0.018 0.019 -0.025
C 2.928 -1.049 2.940 -0.015 0.018 0.008
C 4.138 -1.714 2.758 0.011 -0.004 -0.004
C 5.230 -1.411 3.558 -0.005 -0.004 -0.006
C 5.119 -0.441 4.545 0.006 -0.001 0.001
C 3.913 0.218 4.739 -0.011 0.002 -0.004
C 2.821 -0.085 3.939 0.004 -0.004 0.013
H 4.144 0.252 0.713 0.015 0.007 -0.007
H 3.584 0.689 -0.919 0.004 -0.013 -0.019
H 3.859 -1.027 -0.468 -0.007 0.014 0.024
H 2.269 1.845 1.928 0.034 -0.034 -0.005
H 0.507 1.619 1.867 -0.004 0.009 -0.009
H 1.365 2.348 0.483 0.013 0.032 0.025
H 1.802 -2.377 1.663 0.009 -0.004 -0.002
H 0.803 -1.233 2.579 0.006 -0.019 -0.008
H 4.225 -2.489 2.004 0.003 -0.001 0.001
H 6.162 -1.942 3.422 -0.001 -0.001 -0.001
H 5.968 -0.211 5.174 -0.001 0.000 -0.001
H 3.819 0.956 5.524 -0.001 -0.001 -0.001
H 1.872 0.410 4.118 -0.002 0.005 0.001

***

(2)
89
Properties=species:S:1:pos:R:3:forces:R:3 method="wB97M-V/def2-TZVPD" lumo_ev=0.08 relative_energy_kj_mol=152.39 homo_energy_ev=-7.32 charge=0 largest_force_ev_per_a=1.4
Bi -0.728 -0.118 -0.647 0.396 -0.555 -0.225
C 1.968 1.824 -0.445 0.304 0.028 0.149
N 0.590 2.242 -0.619 -0.079 -0.008 0.120
C 0.360 2.874 -1.913 -0.284 0.067 -0.390
C -0.982 2.458 -2.504 0.144 0.772 0.092
N -1.058 1.018 -2.778 -0.245 -0.147 0.129
C -0.017 0.620 -3.735 0.337 -0.307 -0.511
C -2.365 0.672 -3.326 -0.554 -0.104 -0.348
C -2.781 1.317 -4.490 0.035 0.092 0.073
C -3.995 1.040 -5.082 0.085 0.119 -0.086
C -4.817 0.071 -4.529 -0.022 -0.077 -0.050
C -4.401 -0.608 -3.409 0.062 0.097 0.012
C -3.186 -0.314 -2.778 0.119 -0.064 0.130
S -2.864 -1.248 -1.330 -0.666 -0.181 0.230
C 0.079 3.021 0.476 -0.197 0.242 0.314
C 0.867 3.996 1.075 0.117 -0.027 -0.059
C 0.387 4.769 2.114 -0.010 0.080 0.051
C -0.910 4.586 2.558 -0.083 0.124 -0.055
C -1.709 3.627 1.973 0.076 0.153 -0.128
C -1.224 2.829 0.941 -0.134 -0.049 -0.250
S -2.329 1.631 0.276 -0.373 0.097 0.361
H 2.691 2.630 -0.606 0.044 0.031 -0.065
H 2.195 1.014 -1.138 0.065 -0.082 -0.059
H 2.087 1.447 0.567 0.020 0.042 -0.063
H 1.171 2.590 -2.586 -0.006 0.073 0.022
H 0.368 3.968 -1.824 0.056 -0.102 -0.012
H -1.143 3.027 -3.423 0.033 -0.038 -0.044
H -1.778 2.709 -1.801 0.033 0.021 -0.226
H 0.945 0.531 -3.234 0.053 0.016 -0.058
H -0.273 -0.356 -4.141 0.085 0.197 0.066
H 0.056 1.343 -4.555 0.005 0.083 0.104
H -2.144 2.061 -4.945 0.063 0.060 -0.043
H -4.291 1.577 -5.970 -0.036 0.038 -0.091
H -5.772 -0.155 -4.977 -0.081 -0.056 -0.049
H -5.011 -1.386 -2.977 -0.120 -0.054 0.043
H 1.875 4.156 0.724 0.138 0.004 -0.038
H 1.021 5.512 2.573 0.081 0.054 0.036
H -1.296 5.180 3.371 -0.043 0.095 0.113
H -2.720 3.463 2.314 -0.076 -0.007 0.064
Cl 2.545 -6.502 -4.455 0.117 -0.203 -0.030
C 1.709 -5.133 -3.796 0.056 0.075 0.189
C 0.685 -4.547 -4.558 -0.058 0.168 0.236
C 0.048 -3.444 -4.072 -0.027 -0.080 -0.066
Cl -1.228 -2.709 -4.985 -0.103 -0.007 -0.164
C 0.364 -2.829 -2.809 0.187 -0.173 -0.079
O -0.226 -1.770 -2.478 0.222 0.068 0.256
C 1.368 -3.507 -2.039 -0.345 0.097 -0.490
C 1.707 -3.076 -0.722 0.217 -0.090 0.154
O 1.189 -2.170 -0.073 -0.020 -0.531 -0.436
C 2.032 -4.635 -2.566 -0.074 -0.040 -0.110
H 0.395 -4.969 -5.508 0.037 -0.017 -0.081
H 2.530 -3.650 -0.256 0.012 -0.002 0.035
H 2.800 -5.115 -1.976 0.094 -0.038 0.053
C 0.499 -2.033 2.888 0.086 0.040 -0.267
P 1.258 -0.654 1.926 0.062 0.301 1.380
C 3.027 -1.128 1.960 -0.182 0.119 -0.267
C 3.420 -2.459 2.069 -0.116 0.072 0.081
C 4.747 -2.820 1.922 0.201 -0.128 0.005
C 5.711 -1.861 1.662 0.014 -0.007 -0.012
C 5.333 -0.533 1.553 0.205 0.050 -0.049
C 4.007 -0.175 1.691 -0.129 0.054 0.029
C 1.127 0.623 3.255 0.104 -0.133 -0.270
C -0.181 1.053 3.469 0.073 -0.061 0.049
C -0.461 2.061 4.368 -0.041 -0.078 0.138
C 0.574 2.698 5.031 0.056 0.017 0.132
C 1.877 2.278 4.828 0.050 0.121 0.124
C 2.154 1.236 3.958 0.073 -0.063 0.001
H 1.113 -2.271 3.758 -0.079 -0.024 0.005
H 0.394 -2.901 2.241 -0.045 -0.115 0.032
H -0.489 -1.712 3.212 0.004 0.001 0.041
H 2.685 -3.225 2.261 -0.077 -0.082 0.014
H 5.033 -3.859 2.004 -0.002 -0.067 0.019
H 6.746 -2.144 1.536 0.070 -0.029 0.013
H 6.073 0.228 1.347 0.049 0.034 0.000
H 3.733 0.866 1.595 0.026 0.069 -0.003
H -0.987 0.579 2.925 -0.147 0.050 -0.040
H -1.485 2.357 4.537 -0.075 0.052 0.010
H 0.366 3.522 5.700 -0.006 0.026 0.084
H 2.687 2.763 5.354 0.061 0.028 0.051
H 3.174 0.900 3.841 0.067 -0.002 -0.019
C -3.451 -2.730 2.827 -0.029 0.535 -0.193
S -3.090 -1.035 2.282 0.018 -0.196 -0.016
C -4.733 -0.575 1.668 0.377 -0.146 0.219
H -3.725 -3.326 1.961 -0.048 -0.167 -0.012
H -4.257 -2.711 3.553 -0.057 -0.138 0.106
H -2.549 -3.125 3.281 0.059 -0.086 0.063
H -5.367 -0.295 2.507 -0.107 -0.020 -0.033
H -5.148 -1.419 1.125 -0.103 0.009 -0.108
H -4.596 0.267 0.997 -0.064 0.013 -0.026

***

(3)
31
Properties=species:S:1:pos:R:3:forces:R:3 method="wB97M-V/def2-TZVPD" lumo_ev=0.80 relative_energy_kj_mol=0.00 homo_energy_ev=-3.96 charge=-1 largest_force_ev_per_a=0.9
O 1.316 -4.101 0.869 0.079 -0.629 0.207
C 1.179 -2.922 1.074 -0.075 0.227 0.083
C 2.340 -2.015 1.274 -0.065 0.259 -0.065
C 2.246 -0.763 0.841 0.259 -0.235 0.417
C 3.358 0.234 1.017 0.078 0.009 -0.422
C 2.901 1.652 0.799 0.418 0.124 -0.557
O 2.109 2.220 1.452 -0.565 0.273 0.508
Br 3.779 2.579 -0.683 0.025 -0.113 0.107
C 0.986 -0.373 0.147 -0.258 -0.409 0.384
O 0.990 0.359 -0.798 0.327 0.751 -0.429
C -0.251 -1.005 0.688 -0.272 -0.365 0.314
C -1.529 -0.270 0.728 -0.563 0.240 -0.185
C -1.583 1.092 0.450 0.161 0.257 -0.169
C -2.791 1.777 0.495 -0.157 -0.775 0.279
C -3.922 1.049 0.844 0.593 0.133 -0.073
C -3.768 -0.304 1.127 -0.182 -0.072 0.008
N -2.623 -0.975 1.068 0.115 0.426 0.007
C -0.139 -2.257 1.141 0.002 0.352 -0.058
H 3.221 -2.402 1.761 0.166 -0.182 -0.077
H 4.197 0.023 0.364 0.082 -0.099 -0.071
H 3.685 0.179 2.051 0.146 0.030 0.142
H -0.684 1.611 0.165 0.018 0.065 -0.050
H -2.842 2.830 0.274 0.031 0.115 -0.094
H -4.894 1.511 0.899 -0.151 0.013 0.008
H -4.646 -0.870 1.414 0.020 -0.167 -0.004
H -0.994 -2.769 1.551 -0.116 -0.277 -0.172
C -0.524 0.777 -4.595 0.113 -0.086 -0.382
O 0.594 0.403 -5.032 -0.176 0.065 0.101
O -0.523 0.987 -3.185 0.105 -0.057 -0.320
O -1.592 0.984 -5.176 -0.079 0.050 0.162
H 0.402 0.762 -3.024 -0.081 0.078 0.402

***

(4)
49
Properties=species:S:1:pos:R:3:forces:R:3 method="wB97M-V/def2-TZVPD" lumo_ev=0.67 relative_energy_kj_mol=270.05 homo_energy_ev=-6.04 charge=-1 largest_force_ev_per_a=2.0
Au -0.692 0.733 -0.280 0.980 0.388 0.218
O -4.570 -3.248 -4.497 0.039 0.168 0.172
C -4.620 -3.156 -3.261 -0.269 -0.535 -0.239
O -5.337 -3.723 -2.414 0.131 0.190 -0.026
C -3.606 -2.226 -2.630 0.196 0.293 0.237
C -2.388 -2.707 -2.152 -0.071 -0.146 -0.115
C -1.511 -1.891 -1.477 -0.044 0.233 0.025
N -1.811 -0.600 -1.270 -0.589 -0.441 0.138
C -2.943 -0.080 -1.803 0.275 -0.052 0.119
C -3.850 -0.855 -2.467 -0.088 -0.019 -0.139
C -3.052 1.407 -1.662 0.288 0.356 0.294
O -3.962 2.066 -2.081 -0.118 -0.140 -0.057
O -2.014 1.964 -1.026 -0.268 0.071 -0.519
H -2.127 -3.748 -2.298 0.006 0.005 -0.004
H -0.563 -2.231 -1.088 -0.006 -0.028 0.031
H -4.736 -0.381 -2.869 -0.005 -0.009 -0.003
F 2.987 -2.235 -0.483 -0.070 -0.285 0.194
Te 2.146 -0.870 0.474 1.576 -0.655 -1.069
F 2.246 -1.723 2.157 -0.322 -0.017 0.160
F 2.881 0.478 -0.634 -0.411 0.407 0.176
F 1.150 -0.934 -1.211 -0.208 -0.286 -0.002
F 3.984 -0.731 1.008 -0.222 0.259 0.249
O 0.427 -0.290 1.074 0.142 -0.499 -0.723
C 0.184 -4.951 1.946 0.042 -0.125 0.088
S 0.029 -3.182 1.777 0.240 -0.073 -0.359
C -1.710 -3.164 1.371 -0.088 0.010 0.002
O 0.797 -2.930 0.479 -0.587 0.031 0.450
H -0.043 -5.408 0.984 -0.020 -0.013 0.018
H -0.490 -5.305 2.725 0.015 -0.011 -0.006
H 1.216 -5.157 2.223 -0.005 0.009 -0.019
H -2.252 -3.569 2.226 0.002 0.018 0.002
H -1.900 -3.757 0.479 -0.034 -0.031 0.009
H -2.010 -2.131 1.213 0.010 0.002 0.002
O 0.594 3.448 -1.637 0.038 0.067 -0.041
C 1.033 3.226 -0.542 -0.089 -0.376 0.027
N 0.722 2.093 0.220 -0.471 0.665 0.293
S 1.402 2.093 1.707 0.292 -0.337 0.544
O 2.413 1.034 1.875 -0.436 0.729 -0.076
O 0.424 2.217 2.744 0.057 0.008 0.033
C 2.289 3.583 1.458 0.118 0.042 -0.006
C 3.185 4.189 2.316 -0.028 0.044 -0.012
C 3.780 5.361 1.870 0.003 0.008 0.009
C 3.485 5.886 0.613 -0.004 -0.017 0.000
C 2.591 5.249 -0.236 0.029 0.028 0.010
C 2.000 4.081 0.209 -0.032 0.074 -0.082
H 3.412 3.768 3.285 0.001 -0.005 -0.005
H 4.488 5.873 2.509 0.000 0.006 -0.005
H 3.968 6.800 0.293 -0.001 0.000 0.006
H 2.354 5.633 -1.219 0.007 -0.009 0.000